Entry 1:
C21H24N4O3 as an isolated structure at a distorted geometry, computed with ωB97M-V/def2-TZVPD.

Structure (XYZ):
```
52
Properties=species:S:1:pos:R:3:forces:R:3
C 0.300 2.160 -0.626 -1.4 0.1 -11.1
H -0.477 2.759 -0.907 -2.4 1.4 -0.2
H 0.085 1.297 -0.328 -2.7 -7.3 2.4
H 0.800 1.928 -1.684 -1.0 0.2 1.6
C 1.211 2.693 0.116 4.0 10.7 10.3
C 2.418 2.000 0.494 3.5 -2.2 0.1
O 2.655 1.315 1.601 -0.5 3.7 -6.1
N 3.307 2.237 -0.725 0.6 -3.4 5.7
H 2.923 2.649 -1.550 -0.4 -0.1 -0.2
C 4.543 1.345 -0.724 -1.9 2.8 -3.5
H 4.754 1.350 0.323 0.7 -0.9 0.5
H 5.193 2.055 -1.310 0.4 -1.4 0.7
C 4.238 -0.082 -1.617 -13.7 13.1 -1.3
C 3.072 -0.539 -0.894 -6.0 -3.5 -1.7
N 1.853 -0.617 -1.601 1.9 -0.9 5.2
C 0.996 -1.399 -0.539 1.2 3.7 -8.2
C -0.241 -1.863 -0.730 -3.3 0.2 -0.3
C -0.851 -2.598 0.257 -0.1 2.3 -3.9
C 0.074 -2.937 1.163 -7.3 -5.0 5.4
C 1.270 -2.662 1.482 6.8 1.5 -2.8
C 1.796 -1.871 0.317 3.4 -3.0 10.4
N 2.991 -1.283 0.363 3.9 3.7 -5.4
C 4.201 -1.405 1.176 0.7 6.5 -2.0
H 4.107 -0.676 2.045 0.7 -1.0 -1.2
H 4.137 -2.315 1.375 -0.1 -7.9 3.3
H 5.237 -1.442 0.572 -2.5 1.0 1.0
H 1.895 -3.279 2.183 -0.8 1.2 -0.6
H -0.456 -3.544 1.913 0.3 -0.4 0.3
N -2.232 -3.005 0.205 5.1 -4.1 2.1
C -3.214 -2.296 -0.224 -3.6 3.0 -3.2
O -4.266 -2.715 -0.659 -1.1 -1.8 0.0
C -3.178 -0.801 -0.343 5.7 -1.1 8.0
C -3.729 0.049 -1.170 -2.5 -10.4 -7.0
C -3.792 1.253 -1.101 -1.6 15.2 -0.2
C -3.227 1.936 0.035 -0.9 5.7 -0.1
C -2.557 1.424 1.054 -2.0 -8.7 -5.9
C -2.544 -0.148 0.713 1.2 1.5 6.5
H -2.115 -0.727 1.930 -1.2 1.2 -4.4
H -2.173 1.715 1.907 1.7 1.6 3.8
O -3.386 3.490 0.150 0.6 -4.7 -0.3
C -2.698 3.970 1.342 -10.7 4.3 -0.6
H -3.435 3.812 2.334 2.6 -0.2 -2.3
H -3.073 5.058 1.024 2.1 -1.5 1.6
H -1.750 3.756 1.333 5.3 -1.0 0.5
H -4.337 2.061 -1.903 1.7 -2.7 2.2
H -4.073 -0.540 -2.046 -0.6 0.9 0.1
H -2.234 -4.070 0.254 -1.2 2.1 -0.2
H -0.739 -1.475 -1.562 -1.0 0.3 -1.3
H 3.991 0.444 -2.639 0.5 -2.0 1.9
H 4.976 -0.465 -1.455 14.8 -8.6 2.1
H 0.735 3.003 1.197 0.8 -0.9 -1.9
H 1.447 3.916 -0.147 0.0 -3.4 0.2
```
Positions in Å, forces in eV/Å.

Results
ΔE to the lowest compared entry with this formula, charge and spin ... 444.2 kcal/mol
E_HOMO ... -8.2 eV
Orbital gap ... 8.7 eV
E_LUMO ... 0.535 eV

Löwdin atomic charge list, values in e, 5 entries: C -0.168; H 0.079; H 0.010; H 0.148; C -0.334

Entry 2:
One molecule with the formula C21H24N4O3, computed with ωB97M-V/def2-TZVPD.

Structure (XYZ):
```
52
Properties=species:S:1:pos:R:3:forces:R:3
C 4.930 0.892 -6.211 0.1 0.0 0.2
C 5.434 0.274 -4.910 -0.2 0.2 -0.2
C 4.308 0.156 -3.899 0.6 -0.4 -0.1
O 3.461 1.014 -3.742 -0.3 0.3 0.0
N 4.331 -0.967 -3.145 0.1 -0.3 0.2
C 3.302 -1.212 -2.159 -0.2 0.1 -0.1
C 2.009 -1.749 -2.805 0.2 0.2 0.1
C 0.861 -1.607 -1.874 0.0 -0.2 -0.1
N 0.402 -2.579 -1.134 0.3 -0.5 -0.1
C -0.625 -2.040 -0.407 -0.2 0.8 -0.2
C -1.461 -2.621 0.537 -0.1 0.2 0.1
C -2.428 -1.821 1.126 0.3 0.2 -0.4
N -3.290 -2.400 2.071 -0.1 -0.6 -0.1
C -3.862 -1.854 3.182 0.0 -0.1 0.1
O -4.747 -2.448 3.770 -0.1 0.1 0.1
C -3.322 -0.554 3.661 -0.1 0.2 0.3
C -1.952 -0.301 3.716 -0.1 0.1 0.1
C -1.488 0.890 4.227 0.0 0.2 0.1
C -2.378 1.860 4.695 0.0 -0.1 -0.1
O -1.811 3.004 5.164 0.1 -0.3 -0.1
C -2.650 4.011 5.678 -0.2 0.2 0.1
C -3.745 1.602 4.660 0.1 0.3 0.1
C -4.203 0.398 4.158 0.1 -0.3 -0.2
C -2.583 -0.476 0.754 -0.1 -0.1 -0.1
C -1.753 0.114 -0.175 0.1 0.1 -0.1
C -0.768 -0.674 -0.747 -0.2 -0.6 0.4
N 0.204 -0.423 -1.683 0.0 -0.2 0.1
C 0.410 0.841 -2.339 -0.1 0.3 -0.2
H 4.239 0.216 -6.711 -0.1 0.0 -0.1
H 5.759 1.103 -6.882 0.0 0.0 -0.1
H 4.405 1.818 -5.993 0.0 0.0 0.0
H 6.192 0.927 -4.470 0.0 -0.1 0.1
H 5.887 -0.701 -5.094 0.1 0.0 0.1
H 4.970 -1.713 -3.365 0.0 0.2 -0.1
H 3.094 -0.257 -1.669 0.0 -0.2 0.0
H 3.673 -1.917 -1.415 0.0 0.1 0.0
H 1.817 -1.186 -3.720 0.1 0.0 0.0
H 2.125 -2.804 -3.053 -0.1 0.1 0.0
H -1.355 -3.661 0.802 0.0 -0.1 0.1
H -3.560 -3.360 1.897 -0.1 0.2 0.1
H -1.249 -1.044 3.372 0.1 0.0 -0.1
H -0.431 1.098 4.281 0.1 0.0 0.0
H -3.225 3.654 6.538 0.0 0.0 0.0
H -3.335 4.393 4.915 0.0 0.0 0.0
H -1.985 4.812 5.998 -0.1 0.0 0.0
H -4.458 2.324 5.026 0.0 0.1 0.0
H -5.262 0.187 4.142 -0.1 0.0 0.0
H -3.376 0.100 1.202 0.0 0.1 0.0
H -1.884 1.149 -0.452 0.0 0.1 0.0
H 0.366 1.641 -1.598 0.0 0.0 0.0
H 1.380 0.876 -2.831 0.0 0.0 0.1
H -0.372 1.014 -3.083 0.0 0.0 0.0
```
Positions in Å, forces in eV/Å.

Results
ΔE to the lowest compared entry with this formula, charge and spin ... 15.0 kcal/mol
E_HOMO ... -7.9 eV
Orbital gap ... 8.5 eV
SMILES string ... CCC(=O)NCCc1nc2cc(NC(=O)c3ccc(OC)cc3)ccc2n1C
E_LUMO ... 0.629 eV

Löwdin atomic charge list, values in e, 5 entries: C -0.095; C -0.161; C -0.506; O 0.052; N 0.057

Entry 3:
One molecule with the formula C21H24N4O3S, computed with ωB97M-V/def2-TZVPD.

Structure (XYZ):
```
53
Properties=species:S:1:pos:R:3:forces:R:3
C -2.252 0.077 -2.221 -0.2 0.2 0.0
O -1.311 -0.952 -2.393 0.1 -0.3 -0.3
C -0.954 -1.316 -3.664 0.1 -0.2 -0.1
C -1.406 -0.673 -4.809 -0.1 0.2 0.3
C -0.995 -1.097 -6.061 0.1 0.0 -0.1
C -0.128 -2.164 -6.185 0.0 0.0 -0.1
C 0.330 -2.804 -5.047 -0.2 0.1 0.1
C -0.070 -2.400 -3.785 -0.2 0.1 0.1
C 0.424 -3.150 -2.574 -0.3 -0.4 -0.2
N 0.727 -2.279 -1.450 0.3 0.0 0.2
C 1.723 -1.361 -1.606 0.5 0.2 -0.1
S 2.707 -1.302 -2.924 0.3 0.1 -0.3
N 1.918 -0.462 -0.600 0.0 0.0 0.0
C 1.160 -0.409 0.538 -0.6 -0.3 0.4
C 1.365 0.562 1.514 -0.1 0.0 0.1
C 0.574 0.585 2.651 0.2 -0.3 -0.4
C 0.861 1.658 3.657 -0.2 -0.1 0.1
O 1.971 2.135 3.790 0.2 0.1 -0.1
N -0.204 2.044 4.396 -0.3 -0.1 0.0
C -0.113 3.133 5.340 0.1 0.5 0.0
C -0.370 4.519 4.705 0.2 -0.3 0.1
N -1.735 4.876 4.396 -0.1 0.0 0.0
C -2.592 5.040 5.547 0.0 0.0 -0.1
C -2.364 4.093 3.359 0.0 0.2 0.0
C -0.417 -0.384 2.832 0.0 0.1 0.0
C -0.619 -1.350 1.870 0.1 0.0 -0.2
C 0.156 -1.369 0.712 0.1 0.3 0.2
C -0.082 -2.384 -0.321 -0.1 -0.1 0.2
O -0.910 -3.261 -0.219 0.0 0.1 0.1
H -2.411 0.148 -1.145 0.0 0.0 -0.1
H -3.202 -0.160 -2.710 0.0 0.0 0.0
H -1.876 1.035 -2.595 0.0 0.0 0.0
H -2.081 0.165 -4.735 -0.1 0.1 0.0
H -1.358 -0.582 -6.938 0.0 0.0 -0.1
H 0.198 -2.494 -7.160 0.0 0.0 -0.1
H 1.018 -3.630 -5.136 0.1 -0.1 0.0
H 1.321 -3.716 -2.838 -0.1 0.1 0.0
H -0.350 -3.838 -2.217 0.2 0.1 0.0
H 2.669 0.201 -0.739 -0.1 -0.2 -0.1
H 2.144 1.302 1.403 0.1 0.1 0.0
H -1.120 1.709 4.148 0.1 0.0 -0.1
H 0.908 3.124 5.730 -0.1 0.0 0.1
H -0.812 2.950 6.159 0.1 0.0 0.0
H 0.212 4.581 3.782 0.1 0.0 0.1
H 0.012 5.277 5.393 0.1 0.0 0.0
H -2.090 5.663 6.284 0.0 0.0 0.1
H -3.505 5.544 5.231 -0.1 0.0 0.1
H -2.878 4.089 6.024 0.0 0.0 0.0
H -1.660 3.934 2.544 0.0 0.0 -0.1
H -3.219 4.650 2.973 -0.1 -0.1 0.0
H -2.734 3.114 3.708 0.0 -0.1 0.0
H -1.005 -0.405 3.737 0.0 0.0 0.1
H -1.374 -2.113 1.987 -0.1 -0.1 0.0
```
Positions in Å, forces in eV/Å.

Results
ΔE to the lowest compared entry with this formula, charge and spin ... 9.0 kcal/mol
E_HOMO ... -8.2 eV
Orbital gap ... 8.0 eV
SMILES string ... COc1ccccc1Cn1c(=S)[nH]c2cc(C(=O)NCCN(C)C)ccc2c1=O
E_LUMO ... -0.179 eV

Löwdin atomic charge list, values in e, 5 entries: C -0.070; O -0.095; C -0.212; C -0.019; C -0.084